Entry 1:
Below is a single C9H6F4O molecule, with properties calculated with wB97M-V/def2-TZVPD.

```
! RIJCOSX wB97M-V def2-TZVPD def2/J DEFGRID3
* xyz 0 1
F -3.1827 1.9224 -0.5725
F -1.7565 -1.9486 0.5786
F -2.3342 -1.1896 -1.3350
F -3.4971 -0.6240 0.4481
O -1.7457 1.3522 1.0295
C 2.4027 0.3781 1.0130
C -1.3135 0.2992 0.1510
C 0.6837 -0.8198 -0.8953
C -1.9358 1.7645 -0.2393
C 0.1860 0.0516 0.0839
C 2.0581 -1.1057 -0.9015
C 2.9020 -0.5289 0.0268
C -2.2973 -0.8598 -0.0218
C 1.0470 0.6495 1.0615
H 0.1891 -1.0854 -1.9007
H 4.0096 -0.8993 -0.0127
H 0.3849 1.2212 1.8439
H 2.2991 -1.6830 -1.7194
H 3.0879 0.5868 1.8911
H -1.1871 2.5187 -0.5291
*
```

- HOMO level (eV) = -9.3
- Kohn-Sham gap (eV) = 10.00
- relative energy (zero: lowest compared OMol25 entry of this formula, charge and spin) (kcal per mole) = 0.0
- LUMO energy (Ha) = 0.026


Entry 2:
Below is a molecular structure, C9H6InN2O4, with properties calculated with wB97M-V/def2-TZVPD.

```
! RIJCOSX wB97M-V def2-TZVPD def2/J DEFGRID3
* xyz 3 1
In 0.0804 0.1339 0.1015
O 0.9595 -1.0306 -3.2348
O 1.9907 -2.6611 1.4288
O -2.9214 -1.3863 1.5240
O -1.9979 2.6286 -1.4574
N 1.5349 2.6094 -1.7757
N 1.3930 1.8556 0.4235
C 1.8315 2.7795 -0.4530
C 1.5469 1.9443 1.7693
C -1.4859 1.7303 -0.9898
C 1.4118 -1.7667 1.0315
C 2.8166 3.9253 1.3873
C 0.6261 -0.7389 -2.2063
C 2.2989 2.9729 2.3050
C 2.5960 3.8846 0.0027
C -1.9746 -0.9399 1.0415
H 3.4174 4.7365 1.7833
H 2.9705 4.5871 -0.7743
H 1.0702 1.1369 2.3337
H 1.8969 3.3042 -2.4184
H 0.9712 1.8423 -2.1736
H 2.4528 2.9796 3.3962
*
```

- HOMO level (eV) = -19.6
- Kohn-Sham gap (eV) = 5.28
- relative energy (zero: lowest compared OMol25 entry of this formula, charge and spin) (kcal per mole) = 0.0
- LUMO energy (Ha) = -0.527


Entry 3:
Below is a molecular structure, C9H6LaN2O4, with properties calculated with wB97M-V/def2-TZVPD.

```
! RIJCOSX wB97M-V def2-TZVPD def2/J DEFGRID3
* xyz 3 1
La 0.3468 0.1822 0.8479
O -1.6516 -2.5769 -0.4021
O -0.7486 2.1529 -2.0013
O 3.8717 0.0607 2.1106
O 1.0351 -1.0088 -2.5259
N -1.7575 0.8990 1.7051
N -4.7330 1.8993 4.4736
C -3.5711 2.3210 2.3974
C 2.7676 0.1060 1.7480
C -2.5924 1.9653 1.4941
C -1.0153 -1.7512 0.0779
C 0.8948 -0.6460 -1.4368
C -0.3794 1.5747 -1.0715
C -2.9154 0.4556 3.7704
C -3.7504 1.5743 3.5819
C -1.9499 0.1532 2.8316
H -2.4161 2.5438 0.5828
H -4.2096 3.1835 2.1806
H -3.0280 -0.1679 4.6595
H -1.2847 -0.7085 2.9650
H -4.8614 1.3604 5.3260
H -5.3320 2.7089 4.3251
*
```

- HOMO level (eV) = -18.8
- Kohn-Sham gap (eV) = 4.97
- relative energy (zero: lowest compared OMol25 entry of this formula, charge and spin) (kcal per mole) = 0.0
- LUMO energy (Ha) = -0.509


Entry 4:
Below is 2 unconnected molecules or ions with the total composition C9H6N2O2, with properties calculated with wB97M-V/def2-TZVPD.

```
! RIJCOSX wB97M-V def2-TZVPD def2/J DEFGRID3
* xyz 0 1
O -1.2182 1.6059 -0.2134
O 1.0491 -2.2119 -0.3689
N -4.7759 2.0293 0.3043
N -3.8155 -2.6621 -0.3327
C -3.7598 -1.5035 -0.2319
C 0.1055 2.1605 -0.2297
C 0.6324 -0.9736 -0.6023
C -0.5842 -0.7384 0.0312
C 0.1511 -2.8030 0.4449
C -4.2736 0.9980 0.1060
C -1.4480 0.3730 -0.0619
C -0.8784 -1.9678 0.7144
C -3.7072 -0.1764 -0.1731
H 0.4418 2.2279 -1.2653
H 0.0193 3.1627 0.1913
H 0.3488 -3.8134 0.7397
H 1.2082 -0.3845 -1.2910
H 0.7966 1.5524 0.3555
H -1.7272 -2.1573 1.3337
*
```

- HOMO level (spin up / spin down) (eV) = -7.7 / -7.7
- Kohn-Sham gap (spin up / spin down) (eV) = 6.57 / 6.57
- relative energy (zero: lowest compared OMol25 entry of this formula, charge and spin) (kcal per mole) = 174.2
- LUMO energy (spin up / spin down) (Ha) = -0.043 / -0.043


Entry 5:
Below is 27 unconnected molecules or ions with the total composition C9H70NO27, with properties calculated with wB97M-V/def2-TZVPD.

```
! RIJCOSX wB97M-V def2-TZVPD def2/J DEFGRID3
* xyz -1 1
O 14.6629 -10.7186 8.4483
O 21.8421 -18.0406 6.0496
O 16.2958 -16.6645 5.3105
O 24.6471 -13.1278 7.4637
O 21.7225 -9.5719 4.9480
O 17.3788 -14.3207 6.6264
O 18.4417 -16.9190 7.9022
O 19.6551 -14.6322 12.4533
O 21.0349 -17.4312 9.0520
O 15.3415 -12.4490 6.1594
O 22.9820 -16.2720 3.9299
O 18.7018 -18.1274 2.8572
O 23.9020 -13.5086 3.6963
O 21.3822 -17.1465 1.6043
O 23.5851 -10.1337 8.4272
O 21.4481 -10.1819 10.9846
O 16.8970 -10.1956 5.2631
O 16.4053 -15.6490 2.4224
O 21.8018 -12.8588 11.9416
O 20.8392 -10.6464 2.1023
O 15.6817 -12.3214 10.6405
O 18.1194 -10.7865 11.0562
O 14.7831 -14.8058 9.0785
O 23.2285 -15.9559 7.9034
O 15.4040 -13.2076 3.3780
O 24.2388 -11.0563 5.0609
O 19.1150 -8.3677 4.9046
N 18.7359 -14.1371 6.7601
C 20.8685 -13.9058 5.6011
C 19.1807 -15.4009 4.7200
C 20.6206 -13.1685 7.9742
C 19.3374 -14.0821 5.4698
C 21.2903 -12.8924 6.6402
C 18.6146 -13.8884 9.1059
C 19.0974 -13.2312 7.8347
C 18.8503 -12.9313 4.5669
C 18.5247 -11.8369 7.6804
H 18.0592 -9.8259 10.9622
H 19.5435 -16.2345 5.3285
H 16.5701 -11.8963 10.6815
H 21.1746 -13.4213 11.4555
H 24.1847 -12.7127 8.2118
H 19.0398 -11.0001 10.8231
H 17.2747 -15.8597 2.8069
H 16.0807 -13.0966 6.3194
H 21.2545 -13.5550 4.6385
H 18.8718 -11.2990 6.7970
H 22.0968 -8.9696 5.6039
H 22.1713 -17.5933 6.8399
H 17.4319 -11.8867 7.6599
H 21.7596 -11.1057 10.9323
H 21.2618 -10.0565 11.9227
H 16.8188 -15.9721 5.7904
H 14.7657 -11.4010 7.7492
H 19.8126 -15.4041 3.8274
H 19.2671 -16.8272 8.4121
H 21.1374 -18.6214 6.3763
H 17.5399 -13.9903 9.1176
H 21.3656 -11.3948 1.7991
H 19.0478 -13.1338 3.5143
H 25.5561 -12.7976 7.5165
H 24.1861 -11.8996 4.5384
H 18.7794 -11.1699 8.5173
H 22.0372 -13.3911 12.7082
H 22.2248 -10.3987 5.0783
H 21.7303 -16.9243 8.5753
H 18.5170 -9.0289 5.3189
H 15.3634 -15.1617 8.3709
H 18.1370 -15.5470 4.4414
H 22.3899 -12.8331 6.6853
H 23.4836 -13.3936 2.8346
H 20.8983 -12.3349 8.6356
H 16.9080 -11.1097 5.5933
H 19.1523 -11.9438 4.9218
H 19.0846 -14.4222 13.2040
H 23.4337 -16.1722 4.7831
H 15.0432 -11.1504 9.2316
H 16.5434 -15.6864 1.4680
H 23.3495 -17.0903 3.5585
H 15.8926 -14.0427 3.2569
H 22.8096 -10.0734 9.0131
H 16.9210 -10.2700 4.2978
H 18.8818 -17.9270 3.7896
H 21.6343 -16.5441 2.3237
H 15.2757 -12.1527 11.4993
H 19.5365 -18.4741 2.5128
H 14.7060 -13.2301 2.7120
H 21.3325 -14.8619 5.8880
H 21.0823 -11.8507 6.3438
H 20.7594 -10.7689 3.0618
H 15.3328 -12.3982 5.1783
H 24.3020 -10.4186 9.0082
H 19.1044 -15.1821 11.8697
H 23.6084 -14.3979 3.9991
H 19.9332 -8.8582 4.6689
H 19.0220 -14.8969 9.1628
H 21.6666 -16.7038 0.7949
H 23.1006 -15.0423 7.5820
H 15.8703 -16.1708 4.5975
H 21.3155 -17.4413 9.9762
H 24.1828 -16.1069 7.8497
H 24.5887 -11.3087 5.9267
H 15.2538 -14.0165 9.3961
H 21.0230 -14.1101 8.3740
H 18.9255 -13.3274 9.9973
H 17.7499 -12.8808 4.6425
H 18.4275 -16.0937 7.3379
*
```

- HOMO level (eV) = -3.5
- Kohn-Sham gap (eV) = 4.59
- relative energy (zero: lowest compared OMol25 entry of this formula, charge and spin) (kcal per mole) = 76.8
- LUMO energy (Ha) = 0.039


Entry 6:
Below is a molecular structure, C9H7AlF8O3P, with properties calculated with wB97M-V/def2-TZVPD.

```
! RIJCOSX wB97M-V def2-TZVPD def2/J DEFGRID3
* xyz -1 1
P 2.0927 -0.9275 0.3498
Al 1.8865 -2.2705 -3.7949
F 0.8679 -3.2705 -4.6940
F -1.0248 3.9024 1.3808
F -2.6104 3.4417 -0.0682
F 3.4995 -2.6670 -4.0814
F -1.7594 2.0657 2.8882
F 1.5956 -0.6587 -4.1953
F -3.5525 1.9217 1.6425
F 1.5381 -2.5104 -2.1411
O -0.1202 -0.1329 2.7633
O -2.7250 -2.5034 -0.3937
O 2.1686 0.1445 -0.9150
C -1.7830 0.4365 1.1648
C -2.1939 1.8092 1.6315
C -0.4763 -0.1810 1.6144
C 0.2486 -0.9287 0.5455
C -2.5186 -0.2611 0.3076
C 2.5862 0.2446 1.6901
C -0.5095 -1.6362 -0.3001
C -1.6018 2.9025 0.6670
C -1.9870 -1.5743 -0.1699
H -3.4878 0.0819 -0.0353
H 2.7178 -0.3176 2.6152
H -0.0652 -2.2510 -1.0809
H -0.8637 2.4747 -0.0167
H 3.5245 0.7293 1.4119
H 1.8521 1.0243 1.8890
H 2.7011 0.9118 -0.6753
*
```

- HOMO level (eV) = -6.3
- Kohn-Sham gap (eV) = 7.30
- LUMO energy (Ha) = 0.036


It is found that the molecular weight values, taken in the order of the records, are 206.1 321.0 345.1 174.2 624.6 373.1 g/mol.